{
  "formula": "C40H50F30O20",
  "method": "ωB97M-V/def2-TZVPD",
  "lumo_energy_ev": 0.1,
  "gap_ha": 0.4094,
  "total_charge": 0,
  "smiles": "CCOC(=O)C(F)(F)F.CCOC(=O)C(F)(F)F.CCOC(=O)C(F)(F)F.CCOC(=O)C(F)(F)F.CCOC(=O)C(F)(F)F.CCOC(=O)C(F)(F)F.CCOC(=O)C(F)(F)F.CCOC(=O)C(F)(F)F.CCOC(=O)C(F)(F)F.CCOC(=O)C(F)(F)F",
  "e_homo_ha": -0.4059,
  "relative_energy_kj_mol": 578.7,
  "symbols": ["C", "C", "O", "C", "O", "C", "F", "F", "F", "H", "H", "H", "H", "H", "C", "C", "O", "C", "O", "C", "F", "F", "F", "H", "H", "H", "H", "H", "C", "C", "O", "C", "O", "C", "F", "F", "F", "H", "H", "H", "H", "H", "C", "C", "O", "C", "O", "C", "F", "F", "F", "H", "H", "H", "H", "H", "C", "C", "O", "C", "O", "C", "F", "F", "F", "H", "H", "H", "H", "H", "C", "C", "O", "C", "O", "C", "F", "F", "F", "H", "H", "H", "H", "H", "C", "C", "O", "C", "O", "C", "F", "F", "F", "H", "H", "H", "H", "H", "C", "C", "O", "C", "O", "C", "F", "F", "F", "H", "H", "H", "H", "H", "C", "C", "O", "C", "O", "C", "F", "F", "F", "H", "H", "H", "H", "H", "C", "C", "O", "C", "O", "C", "F", "F", "F", "H", "H", "H", "H", "H"],
  "positions_angstrom": [[-4.2636, -17.5328, -0.5465], [-3.9983, -16.7675, 0.7819], [-3.0305, -15.7209, 0.7521], [-3.2309, -14.5626, 0.0657], [-4.2880, -14.3112, -0.4749], [-1.9776, -13.6867, -0.0141], [-1.2424, -13.8939, 1.0390], [-1.3171, -14.1835, -1.0354], [-2.3207, -12.4033, -0.2124], [-5.0565, -18.2659, -0.3985], [-3.4188, -18.1129, -0.9179], [-4.6911, -16.8431, -1.2743], [-3.5567, -17.4752, 1.4835], [-4.9081, -16.3954, 1.2530], [2.1649, -7.1400, -0.4517], [3.3777, -6.7432, 0.4190], [4.5483, -6.3396, -0.3329], [5.2515, -7.2382, -1.0169], [5.0814, -8.4522, -0.9347], [6.4264, -6.5794, -1.7381], [7.4308, -7.4327, -1.6750], [6.1348, -6.5860, -2.9968], [6.7959, -5.3836, -1.2880], [2.4945, -7.8960, -1.1643], [1.5972, -6.4020, -1.0184], [1.3950, -7.6025, 0.1660], [3.4963, -7.6492, 1.0132], [3.0675, -5.9478, 1.0967], [-5.4581, 4.1572, -9.8995], [-6.2070, 2.9760, -10.5537], [-6.1682, 1.7353, -9.7936], [-6.9930, 1.4806, -8.7744], [-7.7818, 2.2992, -8.3824], [-6.7042, 0.1570, -8.0569], [-6.4295, 0.4331, -6.7887], [-7.8189, -0.5613, -8.1039], [-5.6338, -0.4880, -8.5483], [-4.3826, 3.9880, -9.8463], [-5.8155, 4.4032, -8.8996], [-5.5142, 5.0056, -10.5816], [-5.6027, 2.7602, -11.4349], [-7.2325, 3.2125, -10.8374], [1.5379, -0.5759, 1.7431], [0.1362, -0.9806, 2.3100], [-0.6804, -1.6417, 1.3147], [-1.2470, -0.9892, 0.2776], [-1.1557, 0.2179, -0.0106], [-2.1612, -1.9036, -0.6120], [-3.4691, -1.5196, -0.3677], [-1.9628, -1.7262, -1.9644], [-2.0205, -3.1790, -0.3079], [1.3079, 0.2687, 1.0936], [2.0258, -1.3854, 1.2002], [2.2205, -0.2450, 2.5258], [-0.3258, -0.1356, 2.8204], [0.3183, -1.7346, 3.0758], [-21.4868, -9.1526, -2.2285], [-20.2248, -8.6427, -1.4934], [-19.0651, -8.8363, -2.2841], [-18.7268, -7.9111, -3.2187], [-19.1634, -6.7664, -3.2863], [-17.5856, -8.4461, -4.2376], [-17.2802, -9.7222, -3.9815], [-17.9866, -8.3424, -5.5165], [-16.4652, -7.7550, -4.0546], [-22.2855, -9.0773, -1.4906], [-21.3323, -10.1833, -2.5478], [-21.7648, -8.4739, -3.0349], [-20.1630, -9.2682, -0.6029], [-20.4826, -7.6565, -1.1075], [-11.1116, 0.2640, 1.4053], [-12.2809, 0.2035, 0.4159], [-13.4876, -0.3796, 0.9158], [-14.2078, 0.2105, 1.9254], [-14.1951, 1.3913, 2.2534], [-15.1851, -0.7823, 2.5529], [-16.3247, -0.1654, 2.8734], [-15.3562, -1.9187, 1.8235], [-14.5851, -1.0747, 3.7121], [-10.1833, 0.5403, 0.9054], [-10.8464, -0.7180, 1.7969], [-11.1981, 0.9863, 2.2170], [-12.1347, -0.3385, -0.5184], [-12.4436, 1.2020, 0.0104], [-9.4153, -4.6389, -2.9037], [-9.1580, -5.8207, -3.8251], [-8.2381, -6.7576, -3.2239], [-6.8388, -6.5689, -3.2110], [-6.2913, -5.5846, -3.7361], [-5.9636, -7.6838, -2.5370], [-6.2660, -8.8845, -3.0667], [-4.6934, -7.4022, -2.8068], [-6.1812, -7.7359, -1.1869], [-9.8420, -3.7530, -3.3741], [-8.4512, -4.3672, -2.4737], [-10.1124, -4.9795, -2.1381], [-8.7634, -5.5466, -4.8035], [-10.0941, -6.3738, -3.9025], [-9.5385, -8.3722, 1.5747], [-9.3067, -7.1433, 2.4501], [-7.9711, -7.0824, 3.0524], [-7.2891, -5.9679, 2.7742], [-7.6655, -4.9735, 2.1039], [-5.8918, -6.0098, 3.4164], [-4.9181, -6.3375, 2.5389], [-5.4897, -4.7985, 3.8830], [-5.9111, -6.8510, 4.4743], [-10.5724, -8.3655, 1.2296], [-9.3617, -9.2825, 2.1476], [-8.9493, -8.4223, 0.6590], [-10.0743, -6.9290, 3.1937], [-9.4831, -6.3193, 1.7588], [-11.1072, -12.8066, -2.9299], [-10.5842, -13.6602, -1.7764], [-10.6638, -15.0462, -1.9810], [-10.1636, -15.8484, -0.9800], [-9.5035, -15.4250, -0.0444], [-10.7674, -17.2498, -1.0245], [-11.9730, -17.3343, -0.4178], [-10.9363, -17.6299, -2.3352], [-9.8992, -18.0143, -0.3408], [-10.4179, -12.8620, -3.7724], [-11.2524, -11.7381, -2.7705], [-12.0088, -13.2236, -3.3786], [-10.9729, -13.3303, -0.8130], [-9.5472, -13.3264, -1.7435], [-0.0348, -5.1814, -7.2578], [0.6135, -5.1119, -5.8640], [0.9862, -3.8582, -5.3266], [2.0869, -3.1550, -5.7609], [2.7760, -3.4344, -6.7083], [2.3157, -1.8909, -4.9128], [3.5117, -1.9179, -4.3927], [2.0968, -0.7455, -5.6370], [1.5214, -1.9505, -3.8420], [-0.3877, -6.1786, -7.5209], [0.6720, -4.8852, -8.0330], [-0.8704, -4.4845, -7.3225], [1.4084, -5.8513, -5.7659], [-0.0421, -5.4573, -5.0647]],
  "atomic_forces_ev_per_a": [[-0.491, 0.813, 0.536], [-0.373, -1.157, -0.194], [1.389, 1.481, -0.756], [-3.203, -1.732, 0.086], [1.464, 0.244, 0.453], [-1.901, -0.937, -0.114], [0.906, 0.970, 1.367], [0.962, 0.369, -1.536], [0.783, -0.678, 0.292], [-0.054, -0.007, 0.433], [0.199, 0.488, -0.014], [0.437, -0.044, -0.265], [0.012, 0.107, 0.069], [-0.145, 0.093, -0.364], [0.112, -0.234, -0.524], [-1.770, -0.697, -0.430], [-0.534, 0.416, 0.002], [-1.212, -2.258, 2.727], [0.468, 2.548, -0.874], [0.139, -1.461, 0.729], [1.528, -0.279, 1.062], [-0.999, 1.439, -2.627], [-0.230, -0.229, -0.250], [-0.075, -0.099, 0.010], [0.600, 0.588, 0.088], [0.238, -0.152, 0.308], [1.025, 0.146, 0.014], [0.698, 0.279, -0.241], [-0.146, -0.465, 0.039], [0.730, 0.452, 0.346], [0.494, -0.954, -0.079], [0.584, 2.874, -0.956], [-0.287, -0.972, 0.310], [0.428, 0.644, -0.165], [-0.038, -0.029, 0.490], [0.170, -0.776, -0.106], [-0.881, -0.166, -0.084], [-0.031, -0.485, 0.168], [-0.148, 0.143, -0.193], [-0.474, 0.154, 0.139], [-0.459, -0.406, -0.121], [0.055, -0.020, 0.215], [-1.464, 0.333, -0.079], [2.010, -0.189, 0.161], [-0.885, 0.384, -0.960], [0.749, 3.353, -0.394], [-0.104, -3.690, 1.158], [-0.986, 0.931, -0.568], [1.525, -0.587, -0.209], [0.071, -0.222, 2.034], [-0.121, -0.090, -0.251], [0.586, -0.045, -0.266], [-0.239, 0.002, -0.054], [-0.251, -0.005, 0.158], [-0.435, 0.030, -0.577], [-0.451, -0.213, -0.169], [0.656, 0.668, 0.473], [-2.333, -0.660, 0.354], [1.041, 0.825, -1.271], [-0.694, 1.743, 0.275], [0.999, -2.790, -0.084], [-0.881, -0.232, 1.027], [-0.303, -0.003, -0.221], [0.170, 0.102, 0.785], [-0.121, 0.446, -0.219], [-0.161, -0.314, -0.056], [-0.242, 0.130, -0.144], [0.132, -0.273, -0.248], [0.779, -0.094, -0.150], [0.961, 0.452, -0.519], [0.415, -0.686, -0.357], [0.392, 1.194, -0.495], [-0.873, 0.219, 2.009], [0.609, 2.614, -2.149], [0.382, -2.832, -0.550], [0.611, 0.128, 0.173], [-0.066, -0.794, -0.724], [-0.390, 1.302, 0.968], [-0.039, -0.936, 0.454], [-0.176, 0.244, -0.483], [-0.414, -0.094, 0.267], [-0.549, -0.136, -0.053], [0.588, -0.564, 0.451], [-0.481, 0.335, 0.489], [0.440, -0.290, 0.206], [0.231, 0.494, -0.199], [2.945, -1.139, 1.051], [-1.343, 3.723, -2.209], [-1.653, -3.145, 1.717], [-1.046, 0.093, 0.004], [0.183, 0.454, 0.426], [-0.437, -0.327, 0.580], [0.419, 0.065, -1.371], [0.039, -0.223, -0.299], [-0.186, 0.252, 0.236], [0.206, 0.228, 0.258], [-0.122, 0.077, 0.022], [0.315, -0.260, -0.387], [0.131, -0.483, 0.864], [-0.561, 0.661, -1.502], [-0.520, 0.790, -0.868], [-1.487, 2.944, -2.146], [1.373, -3.605, 2.375], [1.281, 0.801, 0.854], [-0.911, -0.627, 0.346], [-0.929, -0.623, -0.175], [0.404, 0.278, -0.836], [-0.128, 0.037, 0.256], [-0.102, -0.144, -0.130], [0.363, 0.342, 0.239], [0.340, -0.763, 0.506], [0.756, 0.395, 0.178], [-0.493, -1.217, -1.383], [1.377, 2.691, 0.210], [-0.091, -1.838, 0.613], [-0.274, 3.543, 1.137], [-1.094, -1.246, -1.917], [0.154, -0.345, -0.640], [0.924, 0.250, -0.486], [0.424, -0.176, 1.770], [-0.764, -0.415, -0.909], [0.329, -0.046, 0.072], [0.017, -0.240, 0.722], [-0.407, 0.121, 0.354], [-0.470, -0.533, 0.055], [0.383, -0.553, 0.408], [0.399, 0.989, 0.244], [-0.422, -1.815, 0.173], [1.645, 2.083, -0.340], [-1.102, -1.490, -1.566], [-0.470, 0.192, 1.023], [-1.318, -0.169, 0.301], [1.726, 0.503, -0.480], [0.353, -1.384, 1.007], [-0.905, 0.837, -0.124], [0.056, -0.044, 0.413], [0.125, -0.011, 0.079], [-0.116, -0.079, 0.069], [0.634, 0.372, -0.402], [-0.612, 0.013, -0.376]]
}